{
  "formula": "C46H79MgO19",
  "method": "the ωB97M-V functional and the def2-TZVPD basis",
  "e_tot_ha": -3429.7698,
  "charge": 1,
  "symbols": ["Mg", "C", "C", "O", "H", "H", "H", "H", "H", "C", "C", "C", "O", "C", "H", "H", "H", "H", "H", "H", "H", "H", "C", "C", "C", "O", "C", "H", "H", "H", "H", "H", "H", "H", "H", "C", "C", "C", "O", "C", "H", "H", "H", "H", "H", "H", "H", "H", "C", "C", "C", "O", "C", "H", "H", "H", "H", "H", "H", "H", "H", "O", "C", "O", "C", "C", "C", "H", "H", "H", "H", "H", "H", "O", "C", "O", "C", "C", "C", "H", "H", "H", "H", "H", "H", "O", "C", "O", "C", "C", "C", "H", "H", "H", "H", "H", "H", "O", "C", "O", "C", "C", "C", "H", "H", "H", "H", "H", "H", "O", "C", "O", "C", "C", "C", "H", "H", "H", "H", "H", "H", "O", "C", "O", "C", "C", "C", "H", "H", "H", "H", "H", "H", "O", "C", "O", "C", "C", "C", "H", "H", "H", "H", "H", "H"],
  "xyz": [[4.5952, -8.0533, 5.6001], [5.1512, -6.7820, 1.9692], [6.2482, -7.3357, 2.8477], [5.9174, -7.6515, 4.1536], [4.8400, -5.7949, 2.3286], [4.3028, -7.4665, 1.9192], [5.4774, -6.5509, 0.9520], [7.0663, -6.5954, 2.8414], [6.6711, -8.2328, 2.3622], [0.8032, -7.6711, -2.3133], [2.3153, -7.7858, -2.1669], [2.5165, -7.5099, -0.6869], [1.5018, -6.5680, -0.3244], [0.4645, -6.5103, -1.3180], [0.3159, -8.5881, -1.9863], [0.4754, -7.3697, -3.3072], [2.8500, -7.0464, -2.7639], [2.6215, -8.7914, -2.4560], [3.4962, -7.0916, -0.4543], [2.4275, -8.4133, -0.0800], [0.4857, -5.5147, -1.7600], [-0.5093, -6.7222, -0.8746], [2.4055, -1.7353, 1.2003], [1.0625, -2.4681, 1.2444], [1.1204, -3.1040, 2.6293], [2.4690, -3.5717, 2.6856], [3.3155, -2.5533, 2.1595], [2.3196, -0.6963, 1.5237], [2.8054, -1.6654, 0.1902], [1.0825, -3.2908, 0.5278], [0.1948, -1.8323, 1.0782], [0.4422, -3.9523, 2.6935], [0.9683, -2.3554, 3.4118], [4.0906, -3.0307, 1.5606], [3.7325, -1.9077, 2.9348], [5.1853, -4.1687, -0.9623], [4.1083, -3.4737, -1.7855], [4.8714, -3.3068, -3.1027], [5.7126, -4.4537, -3.2621], [5.7772, -5.1130, -2.0085], [4.7810, -4.7170, -0.1095], [5.8956, -3.4515, -0.5506], [3.8678, -2.4891, -1.3880], [3.2116, -4.0836, -1.8969], [5.4721, -2.3944, -3.0387], [4.1966, -3.1546, -3.9461], [6.8070, -5.3440, -1.7271], [5.1672, -6.0193, -2.0469], [8.5561, -3.2764, 1.6544], [8.5377, -2.6546, 0.2608], [7.5878, -1.4683, 0.4556], [6.7664, -1.7752, 1.5819], [7.1725, -3.0082, 2.1689], [9.3387, -2.8328, 2.2735], [8.8286, -4.3275, 1.5381], [8.1185, -3.3744, -0.4449], [9.5487, -2.4217, -0.0683], [6.9124, -1.2859, -0.3823], [8.1387, -0.5505, 0.6735], [6.5441, -3.8609, 1.8773], [7.0979, -2.9891, 3.2555], [4.5022, -6.2840, 6.3288], [4.9247, -5.1478, 6.3569], [5.4870, -4.6364, 7.4647], [6.1349, -3.3934, 7.1967], [6.1664, -3.2713, 5.6585], [5.0782, -4.1994, 5.1853], [7.0917, -3.3837, 7.7152], [5.5438, -2.5714, 7.6054], [7.1336, -3.5486, 5.2428], [5.9884, -2.2296, 5.3965], [5.4033, -4.8470, 4.3686], [4.1687, -3.6811, 4.8834], [3.0143, -7.5722, 4.4829], [2.0763, -7.8236, 3.7639], [1.9126, -9.0425, 3.2418], [0.8197, -9.0741, 2.3399], [-0.0480, -7.8945, 2.7168], [0.9169, -6.9214, 3.3643], [0.2530, -10.0033, 2.4235], [1.0764, -9.0691, 1.2789], [-0.8193, -8.2106, 3.4216], [-0.5983, -7.5294, 1.8503], [0.4583, -6.4777, 4.2458], [1.2381, -6.1537, 2.6591], [9.3917, -13.4772, 3.3214], [9.5349, -12.2743, 3.3556], [10.3353, -11.6591, 4.2068], [10.3387, -10.2453, 3.9957], [8.9959, -9.9964, 3.3056], [8.8199, -11.2622, 2.4765], [11.1779, -9.9747, 3.3520], [10.4448, -9.7108, 4.9373], [9.0343, -9.1298, 2.6426], [8.1765, -9.8323, 4.0061], [9.3238, -11.2180, 1.5110], [7.7700, -11.5225, 2.3736], [4.3366, -9.9771, 5.2229], [4.3406, -10.9183, 4.4684], [3.9447, -12.1201, 4.8660], [4.1603, -13.1111, 3.8783], [4.9345, -12.4280, 2.7408], [4.7375, -10.9434, 2.9976], [3.2243, -13.5728, 3.5691], [4.8148, -13.9020, 4.2444], [4.5233, -12.6419, 1.7554], [5.9863, -12.7107, 2.7528], [3.9351, -10.5901, 2.3524], [5.5916, -10.2729, 2.9045], [10.6604, -3.6079, 6.1530], [10.1679, -4.5799, 5.6437], [10.5526, -4.9650, 4.4063], [9.9707, -6.2372, 4.0405], [9.5865, -6.8006, 5.4096], [9.1824, -5.5703, 6.1989], [10.7063, -6.8040, 3.4753], [9.1064, -5.9757, 3.4276], [10.4427, -7.3002, 5.8681], [8.7905, -7.5495, 5.4147], [9.3245, -5.7726, 7.2584], [8.1460, -5.2702, 6.0488], [4.5752, -9.6861, 0.1429], [5.5913, -9.4836, -0.4846], [5.8557, -8.3188, -1.0679], [7.2515, -8.2409, -1.4453], [7.9182, -9.4673, -0.7945], [6.7563, -10.4395, -0.6301], [7.6944, -7.2972, -1.1416], [7.3468, -8.3234, -2.5291], [8.2591, -9.1157, 0.1862], [8.8579, -9.8497, -1.1900], [6.8352, -11.0478, 0.2684], [6.5440, -11.1017, -1.4707], [5.9288, -8.4621, 7.0054], [6.7651, -8.5162, 7.8743], [7.3161, -7.4100, 8.3811], [8.2694, -7.6963, 9.4292], [7.9348, -9.1417, 9.8430], [7.2421, -9.7193, 8.6341], [8.1781, -6.9596, 10.2215], [9.2466, -7.6375, 8.9483], [7.3356, -9.1805, 10.7518], [8.8916, -9.6187, 10.0524], [6.4431, -10.4406, 8.7847], [8.0374, -10.2324, 8.0858]],
  "forces_ev_per_angstrom": [[1.4, 0.1, -2.2], [-0.3, 0.6, 0.0], [0.5, -0.4, 0.7], [-0.5, 0.1, 0.4], [-0.4, -0.2, 0.3], [-0.1, 0.1, 0.0], [0.3, -0.5, -0.1], [0.2, 0.1, -0.1], [0.1, -0.1, -0.3], [-0.1, 1.6, 0.3], [-0.2, -0.4, 0.0], [0.0, 0.1, 0.0], [-0.3, 0.2, 0.3], [0.6, -1.3, -0.2], [-0.1, 0.0, -0.1], [0.0, -0.4, -0.1], [-0.1, 0.0, -0.1], [0.3, 0.1, 0.0], [-0.1, 0.1, 0.0], [-0.1, -0.1, -0.1], [-0.1, 0.0, -0.2], [0.0, 0.3, 0.2], [0.1, 0.5, -0.1], [0.3, -0.1, 0.2], [0.5, 0.2, -0.8], [0.1, -0.4, 0.7], [-0.8, 0.2, -1.2], [-0.1, -0.1, 0.2], [0.1, -0.2, 0.0], [-0.2, 0.1, -0.1], [0.0, 0.0, 0.0], [0.1, 0.0, 0.4], [-0.3, -0.1, 0.2], [0.3, -0.1, 0.4], [0.1, -0.2, 0.1], [-0.6, -0.4, 0.2], [0.7, 0.4, -0.2], [-0.5, 0.5, 0.0], [-0.3, 0.4, 0.0], [0.0, 0.2, 0.8], [0.0, -0.1, 0.0], [0.1, 0.0, -0.3], [-0.3, -0.1, 0.0], [0.0, 0.0, 0.0], [0.3, -0.1, 0.0], [0.2, -0.4, -0.2], [0.1, -0.2, -0.4], [0.2, -0.2, 0.0], [1.1, -0.3, -0.2], [-0.3, 0.0, 0.1], [0.2, 0.1, -0.1], [-0.3, -0.4, 0.5], [-0.1, -0.7, 0.0], [-0.1, 0.2, 0.0], [-0.3, -0.1, 0.4], [0.0, 0.1, -0.1], [-0.1, 0.3, -0.1], [0.2, 0.0, -0.2], [0.0, 0.0, 0.0], [-0.4, 0.2, -0.3], [0.1, 0.5, 0.0], [-0.5, 1.3, 1.0], [0.5, 0.3, 0.0], [-0.6, -1.0, -0.3], [-0.2, 0.8, -0.5], [0.6, 0.8, 0.5], [0.2, -0.7, 0.0], [0.1, -0.2, -0.2], [-0.1, -0.2, 0.2], [0.0, 0.0, 0.1], [0.0, -0.1, -0.2], [-0.2, 0.1, -0.2], [-0.2, -0.3, 0.2], [-0.8, 0.1, 0.0], [-0.5, 0.1, -0.1], [0.8, -0.1, 0.0], [-1.6, -0.6, -0.8], [-0.8, -0.1, -0.2], [0.0, -0.2, -0.1], [0.3, -0.1, 0.6], [0.9, 0.4, 0.3], [0.1, 0.0, 0.2], [0.3, 0.3, 0.0], [0.4, 0.3, 0.0], [0.3, 0.1, 0.2], [0.3, 1.1, 0.2], [-1.1, -1.9, -1.0], [1.0, 0.2, 1.0], [-0.6, 0.3, -0.4], [0.3, 0.8, -0.9], [0.0, 0.1, 0.9], [0.0, -0.1, 0.0], [0.0, -0.3, 0.1], [0.0, 0.2, 0.3], [0.0, -0.1, 0.1], [-0.1, 0.0, -0.1], [0.1, -0.2, -0.3], [-0.3, -0.3, 0.7], [-0.4, -0.2, -1.2], [0.0, 0.3, 0.8], [0.9, -0.8, -1.1], [0.0, 0.3, -0.7], [0.1, 0.1, 1.0], [-0.2, 0.3, 0.1], [-0.3, 0.1, 0.6], [0.1, -0.4, 0.1], [-0.1, -0.1, 0.1], [-0.1, 0.4, 0.3], [0.0, -0.1, -0.3], [-0.6, -0.4, -0.1], [0.8, 1.0, 0.3], [0.3, -0.1, -0.3], [-0.4, 0.7, 0.7], [-0.7, -1.1, -0.3], [0.5, -0.7, 0.3], [0.0, 0.0, 0.1], [-0.1, -0.5, -0.1], [0.2, 0.3, 0.0], [-0.1, 0.1, -0.5], [0.0, 0.5, 0.1], [0.0, 0.0, -0.2], [0.4, 0.1, -0.7], [-0.6, -0.8, 1.2], [0.6, 0.7, -0.2], [0.6, -1.0, -0.9], [0.2, 0.5, 1.0], [0.1, 0.2, 0.3], [-0.3, 0.0, 0.2], [-0.4, 0.2, -0.1], [-0.4, -0.2, 0.3], [-0.4, 0.0, -0.8], [-0.1, -0.1, -0.1], [0.3, 0.1, -0.2], [0.4, -0.4, 0.2], [-0.1, 0.4, 0.9], [-0.4, 0.3, -0.5], [-0.3, -0.8, -0.5], [0.7, 0.5, 1.0], [0.7, -0.4, -0.4], [-0.1, 0.1, -0.1], [0.1, 0.1, 0.3], [-0.1, 0.1, -0.1], [-0.2, -0.3, 0.1], [0.0, 0.1, 0.1], [-0.3, 0.0, -0.6]]
}


{
  "formula": "C11H38N3O5",
  "method": "the ωB97M-V functional and the def2-TZVPD basis",
  "e_tot_ha": -981.7818,
  "charge": 1,
  "symbols": ["N", "H", "H", "H", "H", "C", "C", "C", "O", "C", "N", "H", "H", "H", "H", "H", "H", "H", "H", "H", "H", "H", "C", "C", "C", "O", "C", "N", "H", "H", "H", "H", "H", "H", "H", "H", "H", "H", "H", "C", "O", "H", "H", "H", "H", "C", "O", "H", "H", "H", "H", "C", "O", "H", "H", "H", "H"],
  "xyz": [[-0.6074, 0.0111, -0.5888], [-1.2974, 0.7021, -0.6068], [-1.1134, -0.9749, -0.3008], [0.0506, 0.3511, -0.0998], [-0.3054, -0.1639, -1.5428], [1.2136, 2.5001, 1.9102], [0.0546, 1.8891, 2.6932], [-0.2914, 2.8461, 3.8382], [0.6906, 3.0251, 4.8832], [0.6776, 4.2331, 5.5142], [-1.1864, 1.5301, 1.9482], [1.9796, 2.7931, 2.5692], [1.0196, 3.5121, 1.2832], [1.6416, 1.9801, 0.9782], [0.4876, 1.0731, 3.1302], [-0.9834, 2.2371, 4.2182], [-0.7584, 3.6531, 3.4492], [1.0566, 5.1041, 4.8662], [1.4556, 4.3711, 6.2752], [-0.3704, 4.5361, 5.6672], [-1.7494, 0.9531, 2.6612], [-1.7294, 2.2651, 1.5132], [0.4796, -5.0199, -2.1518], [0.3186, -3.8669, -1.1778], [1.4536, -2.8619, -1.1028], [2.5516, -3.6839, -0.7818], [3.7446, -2.9959, -0.4908], [-0.8774, -3.0329, -1.5608], [-0.4234, -5.5899, -2.3898], [1.0396, -5.7779, -1.8348], [0.6786, -4.5609, -2.8738], [0.2196, -4.2489, -0.2568], [1.2726, -2.1989, -0.3608], [1.7896, -2.5659, -2.1268], [4.2006, -2.3359, -1.3318], [4.4616, -3.7409, -0.3168], [3.5226, -2.7059, 0.4372], [-0.6464, -2.6129, -2.4718], [-1.7274, -3.5369, -1.7348], [-2.0184, 2.4241, -3.3528], [-2.7944, 1.4351, -2.6148], [-1.8094, 2.1831, -4.2648], [-1.1124, 2.3801, -2.6418], [-2.4374, 3.3301, -3.1608], [-3.4704, 1.2741, -3.3638], [-3.9464, -1.5349, 0.1542], [-3.1744, -0.7769, 1.0232], [-4.8734, -1.9739, 0.6612], [-3.2964, -2.0299, -0.4708], [-4.4954, -0.7139, -0.4128], [-3.6314, -0.6589, 1.9022], [2.8346, 1.0171, -2.5618], [1.5536, 1.5461, -2.2818], [2.7646, 0.0551, -1.8298], [3.6226, 1.6451, -2.5508], [2.8326, 0.7561, -3.6198], [1.4596, 2.5521, -2.3468]],
  "forces_ev_per_angstrom": [[-6.8, -6.8, -4.7], [-1.9, 1.3, -0.1], [1.8, 2.7, -0.3], [6.5, 2.5, 5.2], [0.3, 0.3, -0.2], [-0.8, 1.9, -4.7], [0.4, 3.7, -2.0], [3.1, -1.8, 0.7], [0.4, -1.7, -1.9], [0.2, 3.6, -1.4], [0.6, -2.0, 1.9], [1.1, 0.0, 0.8], [-0.4, -1.7, 1.8], [-0.4, -0.3, 1.7], [0.5, -2.7, 1.1], [-3.4, -1.7, 2.5], [-1.0, 3.3, -0.9], [-0.5, -1.0, -0.1], [-0.9, -1.0, 0.6], [0.4, 0.0, 1.2], [0.6, 1.4, -2.0], [0.1, 0.3, 0.6], [-5.6, -3.4, 9.1], [-1.8, 1.4, -2.8], [1.9, -4.4, -3.6], [0.3, -0.9, -0.4], [0.5, -0.8, -3.7], [0.9, 1.0, 0.0], [-0.7, 0.7, 0.4], [3.3, -2.5, 1.1], [4.0, 5.7, -11.7], [-0.8, -1.0, 3.7], [-0.5, 2.8, 2.0], [-1.2, 1.2, 0.5], [-1.3, -0.5, 1.6], [1.2, -1.3, -0.1], [0.1, 3.1, 3.6], [-0.2, -0.2, 0.4], [-0.2, -0.6, 0.2], [2.0, -1.2, 8.7], [-2.1, -0.4, -3.6], [1.2, -1.4, -5.5], [-0.5, 0.6, -1.8], [-1.3, 2.8, -0.2], [0.8, -0.4, 2.5], [-4.8, 3.4, 0.7], [0.8, 0.6, 3.1], [1.9, -0.6, -0.7], [0.8, -1.9, -1.3], [0.5, -1.2, -0.4], [0.8, -0.3, -1.6], [-3.4, -4.3, 0.4], [-1.4, 2.9, 0.5], [1.4, 2.2, -2.0], [2.7, 2.2, 1.4], [-0.1, -0.9, -0.1], [0.7, -2.2, -0.1]]
}


The records above yield relative energy (zero: lowest compared OMol25 entry of this formula, charge and spin) values of 0.0 495.4 kJ/mol, respectively.
The records above yield HOMO energy values of -10.1500 -11.5648 eV, respectively.